{"formula": "C30H34N4O3S", "method": "ωB97M-V/def2-TZVPD", "homo_energy_ev": -7.9658, "lumo_ev": -1.148, "gap_ev": 6.82, "elements": ["C", "N", "C", "C", "C", "C", "C", "C", "C", "C", "N", "C", "C", "C", "C", "C", "C", "C", "C", "C", "O", "N", "C", "C", "C", "C", "S", "C", "C", "C", "C", "N", "O", "O", "C", "C", "C", "C", "H", "H", "H", "H", "H", "H", "H", "H", "H", "H", "H", "H", "H", "H", "H", "H", "H", "H", "H", "H", "H", "H", "H", "H", "H", "H", "H", "H", "H", "H", "H", "H", "H", "H"], "coordinates": [[5.546, 2.990, -6.768], [4.305, 3.286, -6.077], [3.296, 3.916, -6.904], [3.973, 2.697, -4.856], [4.327, 3.321, -3.639], [3.974, 2.746, -2.429], [3.229, 1.559, -2.380], [2.725, 0.955, -1.045], [2.339, -0.511, -1.068], [1.950, -1.215, 0.011], [1.320, -2.434, -0.025], [0.992, -3.118, 1.208], [2.237, -3.497, 2.023], [1.859, -4.178, 3.322], [1.347, -3.416, 4.380], [0.896, -4.059, 5.536], [0.967, -5.451, 5.632], [1.518, -6.203, 4.588], [1.985, -5.564, 3.443], [0.222, -4.346, 0.721], [-0.456, -5.119, 1.395], [0.390, -4.388, -0.635], [-0.163, -5.463, -1.420], [1.039, -3.226, -1.233], [2.305, -3.670, -1.972], [0.092, -2.509, -2.195], [3.947, 1.251, 0.252], [3.272, 2.262, 1.529], [2.908, 1.680, 2.770], [2.510, 2.468, 3.839], [2.416, 3.865, 3.678], [1.604, 4.602, 4.581], [1.379, 5.811, 4.356], [1.102, 3.998, 5.556], [2.848, 4.469, 2.479], [3.244, 3.674, 1.412], [2.961, 0.914, -3.583], [3.314, 1.450, -4.819], [6.202, 2.393, -6.124], [5.337, 2.430, -7.693], [6.036, 3.941, -7.020], [2.360, 4.011, -6.346], [3.653, 4.912, -7.190], [3.116, 3.329, -7.814], [4.886, 4.266, -3.683], [4.296, 3.242, -1.518], [1.851, 1.555, -0.740], [2.286, -1.010, -2.031], [2.067, -0.841, 1.040], [0.325, -2.501, 1.828], [2.876, -4.156, 1.405], [2.808, -2.577, 2.225], [1.282, -2.330, 4.273], [0.486, -3.464, 6.355], [0.598, -5.955, 6.528], [1.575, -7.292, 4.656], [2.408, -6.132, 2.608], [-0.520, -6.238, -0.736], [-0.991, -5.096, -2.040], [0.602, -5.875, -2.086], [2.916, -4.312, -1.323], [2.007, -4.225, -2.873], [2.904, -2.813, -2.278], [-0.888, -2.383, -1.719], [0.478, -1.527, -2.475], [-0.013, -3.116, -3.102], [2.911, 0.597, 2.903], [2.212, 2.020, 4.787], [2.821, 5.555, 2.389], [3.512, 4.160, 0.475], [2.464, -0.052, -3.596], [3.102, 0.932, -5.755]], "forces_ev_per_a": [[-0.4, 0.1, 0.4], [0.3, 0.6, -0.6], [0.2, -0.2, 0.4], [-0.2, -0.8, 0.7], [-0.2, -0.2, -0.7], [-0.2, 0.0, 0.0], [0.2, -0.4, 0.2], [-0.5, 0.5, -0.2], [0.0, 0.0, -0.1], [-0.2, 0.2, -0.3], [0.2, -0.1, -0.1], [-0.1, -0.1, 0.1], [0.2, -0.3, 0.2], [0.3, 0.2, 0.0], [-0.1, -0.6, -0.1], [0.1, 0.1, -0.2], [0.1, -0.1, 0.0], [0.0, 0.1, 0.1], [-0.3, 0.2, 0.1], [-0.7, -0.1, 0.2], [1.0, 0.8, -0.8], [-0.2, -0.3, 0.6], [-0.1, 0.1, -0.3], [0.3, 0.0, 0.3], [0.1, -0.2, 0.0], [-0.3, -0.1, 0.0], [1.1, -0.4, 0.6], [-0.6, 0.7, 0.8], [0.3, 0.3, -0.5], [-0.3, 0.7, 0.1], [0.6, -1.4, -1.9], [-1.7, 1.9, 2.6], [0.6, -2.2, 0.2], [1.0, 0.9, -1.8], [-0.5, 0.0, 0.5], [0.1, -0.6, 0.2], [-0.3, -0.3, -0.4], [0.4, 1.0, 0.5], [-0.1, 0.2, -0.2], [0.2, 0.0, 0.0], [0.2, -0.3, -0.1], [0.2, 0.0, -0.1], [-0.2, 0.0, -0.2], [-0.1, 0.1, -0.1], [-0.3, -0.5, 0.1], [-0.2, -0.2, 0.0], [0.2, -0.1, -0.2], [0.0, 0.4, 0.3], [-0.1, 0.1, -0.6], [0.1, -0.2, -0.1], [-0.2, 0.3, 0.3], [-0.1, -0.2, -0.1], [0.0, -0.3, 0.1], [0.1, -0.3, -0.2], [0.1, 0.2, -0.3], [0.0, 0.3, 0.1], [-0.2, 0.1, 0.3], [0.0, 0.2, -0.2], [0.0, -0.2, 0.1], [-0.1, -0.1, 0.1], [-0.2, 0.2, -0.2], [0.2, 0.1, 0.2], [0.0, -0.2, 0.0], [0.2, 0.0, -0.1], [-0.2, -0.2, 0.0], [-0.1, 0.2, 0.1], [0.2, 0.3, -0.2], [0.0, 0.2, -0.4], [-0.2, -0.4, 0.0], [0.1, -0.2, 0.2], [0.0, 0.2, 0.1], [0.0, 0.1, 0.3]]}



{"formula": "C30H34N4O4ReS2", "method": "ωB97M-V/def2-TZVPD", "homo_energy_ev": [-7.0519, -7.1791], "spin_multiplicity": 4, "lumo_ev": [-0.567, -0.966], "gap_ev": [6.48, 6.21], "elements": ["Re", "C", "C", "C", "N", "C", "C", "C", "C", "C", "C", "C", "N", "C", "C", "C", "N", "C", "C", "C", "C", "C", "C", "C", "N", "C", "C", "H", "H", "H", "H", "H", "H", "H", "H", "H", "H", "H", "H", "H", "H", "H", "H", "H", "H", "H", "H", "H", "H", "H", "H", "H", "H", "O", "S", "O", "O", "S", "C", "C", "O", "C", "C", "C", "C", "C", "C", "H", "H", "H", "H", "H", "H", "H", "H"], "coordinates": [[-1.265, -0.107, -0.725], [1.334, 0.197, 3.045], [2.296, -0.706, 2.278], [1.780, -1.296, 0.978], [1.262, -0.271, 0.063], [2.035, 0.664, -0.416], [3.466, 0.624, -0.248], [4.383, 1.594, -0.419], [4.249, 2.976, -0.792], [3.108, 3.479, -1.335], [1.886, 2.882, -1.580], [1.371, 1.617, -1.330], [0.174, 1.171, -1.823], [-0.406, 1.983, -2.845], [-1.410, 3.042, -2.334], [-2.638, 2.392, -1.670], [-2.217, 1.698, -0.527], [-2.196, 2.355, 0.632], [-2.602, 3.696, 0.717], [-2.978, 4.489, 1.764], [-3.042, 4.182, 3.107], [-2.688, 3.009, 3.655], [-2.195, 1.849, 3.057], [-1.822, 1.537, 1.754], [-1.229, 0.407, 1.326], [-0.984, -0.653, 2.247], [0.028, -0.533, 3.439], [1.836, 0.492, 4.029], [1.030, 0.965, 2.366], [3.161, -0.087, 2.013], [2.648, -1.458, 2.959], [2.655, -1.761, 0.515], [1.027, -2.090, 1.135], [3.807, -0.398, 0.056], [5.372, 1.362, -0.178], [5.129, 3.653, -0.816], [3.161, 4.583, -1.467], [1.059, 3.675, -1.892], [0.326, 2.453, -3.451], [-0.974, 1.340, -3.594], [-0.897, 3.624, -1.497], [-1.832, 3.659, -3.112], [-3.370, 3.193, -1.484], [-3.114, 1.678, -2.404], [-2.674, 4.227, -0.215], [-3.337, 5.466, 1.497], [-3.380, 4.923, 3.830], [-2.759, 3.032, 4.753], [-2.108, 1.079, 3.778], [-1.934, -1.126, 2.567], [-0.552, -1.430, 1.631], [-0.337, 0.048, 4.239], [0.236, -1.536, 3.793], [-3.615, -3.116, -1.353], [-3.711, -1.702, -1.156], [-2.844, -1.211, 0.014], [-5.030, -1.121, -0.991], [-2.566, -0.801, -2.696], [0.999, -2.027, -2.896], [0.410, -2.655, -1.616], [-0.402, -2.068, -0.844], [0.646, -4.062, -1.331], [1.897, -4.674, -1.442], [2.085, -5.996, -1.130], [1.056, -6.691, -0.553], [-0.207, -6.092, -0.391], [-0.443, -4.789, -0.789], [1.060, -0.948, -2.844], [0.295, -2.202, -3.727], [1.982, -2.367, -3.170], [2.731, -4.129, -1.902], [3.067, -6.436, -1.259], [1.088, -7.742, -0.264], [-0.998, -6.719, -0.014], [-1.381, -4.293, -0.718]], "forces_ev_per_a": [[0.1, 1.0, -0.3], [0.0, -1.7, 1.1], [0.2, 1.0, 0.2], [0.3, 0.2, -0.3], [0.0, 0.4, 0.2], [-0.4, -1.3, 0.1], [-0.3, -1.0, 0.0], [-0.2, 1.8, -0.3], [0.4, -0.8, -0.5], [0.7, 1.7, 0.9], [-3.1, 1.8, -0.7], [-0.7, -0.6, 0.1], [0.5, -0.3, 1.1], [-2.4, -0.3, -1.3], [0.3, -0.3, 1.6], [-0.5, 0.3, -2.7], [0.2, -0.5, 1.5], [-0.7, -0.1, -0.5], [0.0, 0.6, -0.4], [-0.2, 0.0, 0.2], [-0.4, 1.5, 0.2], [0.6, -1.1, 0.8], [-0.1, 0.2, 0.6], [0.3, -0.7, -0.8], [-0.1, 1.4, 0.7], [0.4, -1.9, 0.8], [0.3, 0.7, -1.6], [-0.6, 0.3, -1.6], [0.1, 1.2, 0.1], [0.0, -0.2, 0.2], [0.2, -0.7, 0.2], [0.0, -0.5, -0.1], [0.5, 0.5, -0.2], [0.0, 1.2, -0.3], [1.5, -0.7, 0.3], [-0.6, -0.8, 0.4], [-0.3, -0.9, -0.4], [2.0, -1.9, 0.3], [1.0, 0.5, -0.4], [0.5, 0.4, 1.0], [-0.7, -0.2, -1.3], [0.5, 0.5, -0.4], [0.0, -0.6, 0.1], [0.5, 0.7, 0.9], [0.1, -0.1, -0.2], [0.1, 0.4, -0.2], [0.0, 0.1, -0.5], [0.0, -0.6, -0.5], [0.4, -0.9, 0.4], [0.2, 0.5, 0.2], [-0.1, -0.3, -0.1], [-0.9, 0.4, 1.1], [0.0, -0.3, 0.1], [0.0, -0.4, 0.2], [-0.9, 1.0, -0.1], [0.4, -0.2, -0.1], [1.0, -0.5, -0.5], [0.2, 0.0, 0.7], [-0.9, 0.4, 0.8], [-1.1, 1.5, -0.3], [1.5, -1.0, -1.6], [-0.2, -0.9, 1.0], [0.2, 1.1, -1.4], [0.7, -0.3, 0.6], [-1.6, -0.5, 0.2], [0.3, -0.2, -0.4], [1.5, -0.1, -0.1], [-0.1, 0.3, 0.5], [0.1, -0.4, 0.3], [0.3, -0.6, 0.0], [-0.4, -0.1, 0.3], [-0.1, -0.1, 0.0], [0.5, 0.3, -0.1], [-0.2, 0.1, 0.2], [-0.8, 0.1, 0.1]]}



{"formula": "C30H34N4OPdS2Si", "method": "ωB97M-V/def2-TZVPD", "homo_energy_ev": [-5.9844, -8.1519], "spin_multiplicity": 3, "lumo_ev": [-0.201, -0.736], "gap_ev": [5.78, 7.42], "elements": ["Pd", "C", "C", "N", "C", "C", "C", "S", "N", "C", "O", "C", "C", "C", "C", "C", "C", "H", "H", "H", "H", "H", "H", "H", "H", "H", "H", "H", "H", "H", "H", "H", "C", "C", "C", "C", "C", "C", "Si", "C", "C", "C", "C", "C", "C", "H", "H", "H", "H", "H", "H", "H", "H", "H", "H", "H", "C", "C", "C", "C", "N", "C", "S", "N", "C", "H", "H", "H", "H", "H", "H", "H", "H"], "coordinates": [[-0.333, -0.244, 0.241], [-1.534, 5.788, -0.711], [-0.068, 5.382, -0.764], [0.246, 4.305, 0.173], [0.863, 4.714, 1.430], [2.379, 4.841, 1.326], [0.068, 3.013, -0.182], [0.610, 1.815, 0.944], [-0.503, 2.865, -1.380], [-0.661, 1.739, -2.082], [-0.457, 0.550, -1.759], [-1.172, 1.958, -3.480], [-1.485, 3.228, -3.953], [-1.996, 3.392, -5.231], [-2.192, 2.288, -6.050], [-1.876, 1.018, -5.585], [-1.369, 0.853, -4.305], [-1.724, 6.627, -1.381], [-1.817, 6.090, 0.300], [-2.156, 4.946, -1.016], [0.569, 6.228, -0.502], [0.197, 5.061, -1.769], [0.608, 3.990, 2.201], [0.419, 5.672, 1.710], [2.818, 3.873, 1.084], [2.797, 5.182, 2.274], [2.659, 5.557, 0.551], [-1.328, 4.079, -3.304], [-2.241, 4.383, -5.592], [-2.590, 2.417, -7.048], [-2.027, 0.155, -6.221], [-1.127, -0.130, -3.926], [4.413, 0.092, 3.740], [4.965, -0.076, 2.478], [4.180, -0.541, 1.431], [2.831, -0.845, 1.623], [2.289, -0.654, 2.897], [3.071, -0.199, 3.949], [1.758, -1.446, 0.200], [1.503, -3.303, 0.303], [1.602, -4.109, -0.832], [1.351, -5.474, -0.768], [0.994, -6.058, 0.439], [0.889, -5.271, 1.580], [1.136, -3.909, 1.509], [5.025, 0.452, 4.558], [6.010, 0.154, 2.309], [4.624, -0.669, 0.450], [1.233, -0.847, 3.062], [2.633, -0.063, 4.930], [2.488, -1.161, -1.067], [1.884, -3.665, -1.781], [1.436, -6.081, -1.660], [0.799, -7.121, 0.492], [0.610, -5.722, 2.524], [1.043, -3.306, 2.408], [-2.570, 3.608, 2.725], [-2.854, 2.481, 1.792], [-3.410, 2.601, 0.561], [-3.625, 1.423, -0.197], [-3.209, 0.244, 0.208], [-2.538, 0.143, 1.380], [-1.757, -1.282, 1.888], [-2.519, 1.239, 2.217], [-4.314, 1.482, -1.521], [-2.921, 4.549, 2.308], [-1.494, 3.679, 2.901], [-3.060, 3.442, 3.686], [-3.693, 3.570, 0.176], [-2.027, 1.117, 3.091], [-4.695, 2.479, -1.732], [-5.132, 0.762, -1.541], [-3.613, 1.197, -2.308]], "forces_ev_per_a": [[0.2, -0.2, -0.3], [0.0, 0.0, 0.0], [0.0, 0.1, 0.0], [0.0, 0.0, 0.0], [0.1, 0.0, 0.0], [0.0, 0.0, 0.0], [-0.1, -0.1, 0.0], [0.0, 0.1, 0.0], [0.0, 0.0, -0.1], [0.2, 0.0, 0.1], [0.0, 0.1, 0.1], [-0.1, -0.1, 0.0], [0.0, 0.0, 0.0], [0.0, 0.0, 0.0], [0.0, 0.0, 0.0], [0.0, 0.0, 0.0], [0.0, 0.0, 0.0], [0.0, 0.0, 0.0], [0.0, 0.0, 0.0], [0.0, 0.0, 0.0], [0.0, 0.0, 0.0], [0.0, 0.0, 0.0], [0.0, 0.0, 0.0], [0.0, 0.0, 0.0], [0.0, 0.0, 0.0], [0.0, 0.0, 0.0], [0.0, 0.0, 0.0], [0.0, 0.0, 0.0], [0.0, 0.0, 0.0], [0.0, 0.0, 0.0], [0.0, 0.0, 0.0], [0.0, 0.0, 0.0], [0.0, 0.0, 0.0], [0.0, 0.0, 0.0], [0.0, 0.0, 0.1], [-0.1, 0.0, 0.0], [0.1, 0.0, 0.0], [0.0, 0.0, 0.0], [-0.1, 0.0, 0.0], [0.0, 0.1, 0.0], [0.0, 0.0, 0.0], [0.0, 0.0, 0.0], [0.0, 0.0, 0.0], [0.0, 0.0, 0.0], [0.0, 0.0, 0.0], [0.0, 0.0, 0.0], [0.0, 0.0, 0.0], [0.0, 0.0, 0.0], [0.0, 0.0, 0.0], [0.0, 0.0, 0.0], [0.0, 0.0, 0.0], [0.0, 0.0, 0.0], [0.0, 0.0, 0.0], [0.0, 0.0, 0.0], [0.0, 0.0, 0.0], [0.0, 0.0, 0.0], [0.0, 0.0, 0.0], [0.1, 0.0, 0.2], [-0.1, 0.1, -0.1], [0.1, -0.1, 0.1], [-0.1, 0.0, 0.0], [-0.1, 0.0, 0.1], [0.0, 0.0, 0.1], [0.0, -0.1, -0.2], [0.0, 0.0, 0.0], [0.0, 0.0, 0.0], [0.0, 0.0, 0.0], [0.0, 0.0, 0.0], [0.0, 0.0, 0.0], [0.0, 0.0, 0.0], [0.0, 0.0, 0.0], [0.0, 0.0, 0.0], [0.0, 0.0, 0.0]]}



Calculated total energy: -54596.184; -69610.292; -72698.873 (eV)
Energy above the lowest of the compared OMol25 structures with the same formula, charge and spin: 0.0000; 1.2663; 0.4630 (eV)